# 1
Here is 6 unconnected molecules or ions with the total composition C22H42BBrClNO8 in a non-equilibrium geometry from the OMol25 dataset. Energies are from wB97M-V/def2-TZVPD.

Summary:
* E_tot: -4579.02011 Ha
* structure (SMILES): CB(O)N1C(=O)c2cc(Br)c(C[C@H](C)Cl)cc2C1=O.CCO.CCO.CCO.CCO.CCO

Geometry as ORCA input:
```
! wB97M-V def2-TZVPD RIJCOSX def2/J DEFGRID3
* xyz 0 1
C 1.15 0.33 -0.75
B 1.94 -1.08 -0.62
O 2.84 -1.23 0.53
N 1.89 -2.22 -1.59
C 1.91 -3.37 -0.62
O 2.83 -4.19 -0.43
C 0.44 -3.25 0.00
C -0.15 -3.62 1.37
C -1.67 -3.28 1.58
Br -2.40 -3.74 3.37
C -2.54 -2.63 0.44
C -4.10 -2.27 0.68
C -4.51 -0.82 0.11
C -4.99 -0.82 -1.42
Cl -3.21 0.47 0.44
C -1.92 -2.28 -0.96
C -0.42 -2.60 -1.13
C 0.60 -2.38 -2.33
O 0.46 -2.37 -3.57
H 1.72 1.18 -0.22
H 0.15 0.25 -0.17
H 0.88 0.64 -1.81
H 3.73 -1.04 0.16
H 0.50 -4.12 2.16
H -4.77 -3.07 0.22
H -4.26 -2.24 1.82
H -5.42 -0.48 0.74
H -5.91 -0.13 -1.59
H -4.18 -0.44 -2.16
H -5.20 -1.90 -1.73
H -2.50 -1.80 -1.81
C -5.65 4.23 -2.65
C -5.67 2.75 -2.96
O -6.07 2.02 -1.80
H -4.97 4.45 -1.83
H -5.33 4.80 -3.53
H -6.64 4.58 -2.35
H -4.67 2.40 -3.24
H -6.36 2.52 -3.77
H -6.96 2.32 -1.56
C -0.73 4.25 -2.39
C -0.29 3.69 -1.05
O 0.98 3.05 -1.18
H -0.80 3.45 -3.14
H -1.71 4.73 -2.30
H -0.01 4.97 -2.77
H -1.00 2.95 -0.69
H -0.21 4.48 -0.31
H 1.61 3.71 -1.50
C 4.74 -0.23 -4.03
C 5.70 -1.16 -3.32
O 5.53 -1.05 -1.91
H 4.91 0.81 -3.72
H 4.87 -0.30 -5.12
H 3.71 -0.48 -3.79
H 6.74 -0.89 -3.55
H 5.54 -2.20 -3.61
H 4.62 -1.30 -1.71
C 6.46 1.49 2.78
C 5.04 1.33 2.26
O 5.03 1.38 0.84
H 6.89 2.44 2.44
H 6.48 1.46 3.87
H 7.10 0.69 2.39
H 4.41 2.14 2.63
H 4.61 0.38 2.58
H 5.59 0.66 0.52
C -0.11 -2.37 6.18
C -1.02 -1.60 7.12
O -1.33 -0.32 6.57
H 0.81 -1.81 6.01
H 0.14 -3.35 6.59
H -0.59 -2.50 5.20
H -0.54 -1.45 8.08
H -1.96 -2.15 7.28
H -1.77 -0.47 5.72
*
```

=====

# 2
Here is 2 unconnected molecules or ions with the total composition C22H42BBrN8O3PS3 in a non-equilibrium geometry from the OMol25 dataset. Energies are from wB97M-V/def2-TZVPD.

Summary:
* E_tot: -5661.51378 Ha

Geometry as ORCA input:
```
! wB97M-V def2-TZVPD RIJCOSX def2/J DEFGRID3
* xyz 1 1
C -3.20 -3.72 0.25
C -2.20 -3.11 1.06
C -2.24 -1.50 1.33
C -0.73 -0.87 1.44
C 0.05 -1.70 2.54
C -0.45 -1.92 4.02
C -1.74 -2.83 4.29
N -0.25 -1.11 0.06
B 0.94 -1.95 -0.23
C 2.42 -1.57 -0.74
O 0.72 -3.41 -0.19
C -0.59 -0.20 -0.99
N -1.04 -0.76 -2.15
S -1.20 0.15 -3.66
P -1.48 -2.46 -2.46
C -3.36 -2.35 -2.85
O -0.81 -3.02 -3.95
N -0.35 1.23 -0.85
C -1.43 2.13 -1.31
N -0.85 3.01 -2.40
C 0.10 1.54 0.58
N 0.18 3.02 0.84
C 1.71 1.21 0.76
C 2.61 2.38 1.32
S 4.35 1.65 1.46
C 5.04 1.94 -0.22
N 6.39 1.87 -0.69
N 6.25 2.22 -2.01
C 4.93 2.53 -2.43
O 4.16 2.32 -1.26
C -0.79 0.76 1.68
S -2.61 1.31 1.60
C -0.50 1.19 3.21
C -0.80 2.66 3.71
C 0.52 3.52 4.15
Br -0.11 4.89 5.45
H -2.93 -4.66 -0.35
H -4.28 -3.38 0.21
H -1.45 -3.82 1.53
H -2.78 -1.14 0.38
H -2.84 -1.39 2.28
H 1.11 -1.25 2.62
H 0.24 -2.81 2.26
H 0.40 -2.55 4.51
H -0.50 -1.04 4.73
H -1.76 -3.80 3.67
H -1.66 -3.18 5.38
H -2.73 -2.26 4.23
H 2.92 -2.44 -1.31
H 2.39 -0.70 -1.50
H 3.16 -1.28 0.08
H 0.88 -3.66 -1.13
H 0.10 0.67 -3.84
H -3.75 -3.35 -3.26
H -3.90 -2.07 -1.88
H -3.58 -1.49 -3.58
H -1.56 -3.36 -4.50
H -1.89 2.86 -0.58
H -2.37 1.57 -1.69
H -1.47 3.05 -3.21
H -0.69 3.94 -1.98
H 0.50 3.53 0.00
H -0.73 3.42 1.09
H 1.89 0.29 1.40
H 2.06 1.05 -0.33
H 2.38 2.74 2.37
H 2.75 3.27 0.61
H 4.53 2.86 -3.44
H -3.25 0.88 2.75
H -1.33 0.60 3.74
H 0.54 0.84 3.55
H -1.39 2.63 4.70
H -1.39 3.36 3.05
H 0.84 4.07 3.19
H 1.36 2.86 4.55
C 1.21 -1.13 -7.07
C 0.87 0.28 -6.69
N 0.61 1.40 -6.40
H 2.28 -1.29 -6.96
H 0.67 -1.82 -6.43
H 0.93 -1.31 -8.11
*
```

=====

# 3
Here is 2 unconnected molecules or ions with the total composition C22H42BO11P2S2 in a non-equilibrium geometry from the OMol25 dataset. Energies are from wB97M-V/def2-TZVPD.

Summary:
* E_tot: -3194.87339 Ha

Geometry as ORCA input:
```
! wB97M-V def2-TZVPD RIJCOSX def2/J DEFGRID3
* xyz -1 1
C 2.65 -0.34 -5.06
C 2.18 -1.36 -3.87
B 1.52 -0.47 -2.64
O 1.02 0.83 -3.04
P 1.48 -1.12 -0.79
C 1.63 -1.67 1.08
P 2.55 -3.25 1.42
O 3.41 -3.00 2.70
O 1.54 -4.59 1.87
O 3.62 -3.82 0.24
O 0.23 -0.05 -0.30
C -1.06 -0.11 -0.82
C -1.68 1.41 -0.66
C -2.25 1.95 -2.07
C -2.74 1.52 0.56
C -3.50 2.94 0.46
C -4.95 2.79 -0.29
C -3.85 3.60 1.91
O 2.61 0.20 -0.44
C 3.96 -0.16 -0.58
O 4.62 -0.90 0.20
C 4.84 0.48 -1.79
C 5.35 -0.33 -2.99
C 6.22 0.45 -4.04
C 6.56 1.97 -3.84
C 6.02 2.81 -2.62
C 5.15 2.01 -1.60
S 0.19 -2.80 -1.29
C -0.96 -3.38 0.04
O -0.48 -2.69 -2.67
O 1.14 -4.00 -1.49
H 1.75 -0.08 -5.74
H 3.05 0.66 -4.65
H 3.48 -0.84 -5.67
H 1.41 -2.05 -4.37
H 3.03 -2.02 -3.49
H 1.31 1.48 -2.34
H 2.59 -1.93 -1.17
H 2.23 -0.82 1.59
H 0.60 -1.62 1.61
H 2.20 -5.23 2.22
H 3.79 -4.79 0.33
H -1.79 -0.73 -0.15
H -1.31 -0.37 -1.89
H -0.81 2.12 -0.38
H -2.22 3.11 -2.06
H -1.52 1.65 -2.93
H -3.31 1.56 -2.29
H -2.10 1.50 1.53
H -3.43 0.62 0.51
H -2.88 3.74 -0.09
H -5.59 3.66 0.09
H -5.44 1.77 -0.05
H -4.80 2.88 -1.44
H -4.52 4.53 1.74
H -4.44 2.89 2.60
H -2.90 4.01 2.44
H 5.11 -1.44 -3.09
H 6.66 -0.06 -4.95
H 7.21 2.50 -4.61
H 6.25 3.91 -2.44
H 4.77 2.62 -0.70
H -1.97 -3.60 -0.49
H -1.22 -2.62 0.85
H -0.65 -4.41 0.47
C -2.60 0.19 5.71
C -3.43 -1.09 5.61
C -4.62 -0.79 4.69
S -4.07 0.49 3.57
O -4.83 1.69 3.82
O -3.93 -0.06 2.24
C -2.45 0.70 4.28
H -1.63 0.00 6.17
H -3.12 0.93 6.32
H -2.83 -1.89 5.18
H -3.78 -1.43 6.59
H -4.91 -1.67 4.11
H -5.47 -0.41 5.25
H -2.14 1.74 4.23
H -1.75 0.07 3.71
*
```